[1]
107
Properties=species:S:1:pos:R:3:forces:R:3 method="wB97M-V/def2-TZVPD" gap_ev=7.4 total_charge=-1 de_lowest_ev=0.5918 lumo_energy_ev=2.3 homo_energy_ev=-5.06
Sr 1.2214 0.1462 -0.3964 0.13 0.25 0.57
N 4.5796 1.9120 2.0553 -0.70 -1.05 -0.81
C 3.8572 2.9316 1.5479 -0.04 -0.59 0.01
N 4.0241 4.1256 2.1088 -0.02 0.63 -0.86
C 3.4685 5.1172 1.3802 -0.45 -1.37 0.55
N 3.7043 6.3889 1.7133 0.18 1.02 0.02
N 2.6943 4.9402 0.3268 -0.03 -0.48 -0.84
C 2.5724 3.6768 -0.0998 0.15 0.59 0.09
N 3.0977 2.6102 0.4587 0.37 0.38 0.50
C 1.9182 3.5395 -1.4197 -1.17 1.12 -0.92
C 1.4134 4.6913 -2.0325 -0.10 0.68 -1.08
C 0.9013 4.5981 -3.3659 1.77 -0.62 1.72
C 1.0202 3.3766 -4.0235 0.22 0.61 -0.27
C 1.4958 2.2813 -3.3285 -1.18 0.83 1.76
N 1.8357 2.3694 -2.0148 0.30 -1.60 -1.12
H 4.9147 2.0121 2.9804 0.34 0.04 0.69
H 4.3477 0.9730 1.7090 0.21 0.70 0.38
H 3.9926 6.6116 2.6239 0.61 -0.12 1.19
H 3.1695 7.1196 1.2920 -0.35 -0.16 -0.46
H 1.5591 5.6414 -1.4701 -0.54 -0.84 -0.75
H 0.6375 5.4687 -3.9160 -0.51 0.62 -0.14
H 0.8042 3.2811 -5.0910 -0.18 0.01 0.43
H 1.3086 1.3245 -3.7624 0.61 -0.82 0.04
O 0.9180 3.4254 3.0445 0.31 0.03 0.79
S 0.0223 2.6336 2.2436 -0.65 -0.87 0.24
O -0.2771 3.2613 0.9740 -0.62 -0.30 -0.41
N 0.4529 1.1538 1.9439 0.41 -1.17 0.50
C 0.8096 0.2012 2.9303 -0.43 -0.68 0.63
C 1.4135 0.4458 4.1664 -0.91 -1.36 -1.14
C 1.5698 -0.5334 5.1566 0.06 -0.83 0.01
C 1.1696 -1.8360 4.9173 0.57 0.94 0.56
C 0.6918 -2.2012 3.6562 -0.59 -0.88 0.05
C 0.3110 -3.5513 3.3333 1.54 -0.38 2.17
C -0.2262 -3.8446 2.1502 -0.65 -0.11 -0.77
C -0.3342 -2.7764 1.2493 -0.45 0.10 -0.91
N -0.0515 -1.5323 1.4974 0.25 -0.14 -1.07
C 0.4651 -1.2295 2.6868 0.50 2.55 0.38
C -1.5451 2.5302 3.2603 0.02 0.57 0.08
C -2.1604 1.3957 3.8118 0.85 0.65 0.17
C -3.1870 1.5195 4.7891 1.03 -2.08 -1.31
C -3.6581 2.7372 5.1333 -0.48 1.47 0.34
C -3.0769 3.8852 4.5481 -0.20 -0.98 -0.09
C -2.0441 3.7947 3.6071 -0.86 -0.07 0.86
H 1.6832 1.3991 4.4377 0.59 2.26 0.24
H 2.0519 -0.2122 6.0972 -0.54 -0.42 -0.44
H 1.1477 -2.5783 5.6828 0.37 -0.42 0.51
H 0.6209 -4.3858 4.0220 -0.66 1.06 -0.41
H -0.5911 -4.8344 1.8860 0.36 0.15 -0.08
H -0.6025 -2.9623 0.2312 -0.52 -0.27 -0.53
H -1.7167 0.4439 3.5502 -0.31 -0.21 0.08
H -3.5822 0.5883 5.2228 0.12 0.55 -0.21
H -4.5025 2.8159 5.8509 0.79 0.13 -0.51
H -3.5010 4.8078 4.8792 0.09 0.76 -0.18
H -1.6530 4.7105 3.1796 0.21 -0.17 -0.01
O -1.8985 0.5525 -0.2198 -0.26 -0.35 -0.74
C -2.5266 0.3958 -1.5335 0.53 0.54 1.43
C -1.4610 0.0427 -2.5798 1.31 0.79 -0.13
O -1.8089 -0.1262 -3.7445 -0.15 0.02 -0.60
O -0.2523 -0.0036 -2.1797 -0.60 -0.04 -0.08
C -3.4726 -0.7880 -1.4426 -0.80 0.18 1.10
C -3.8781 -1.4992 -2.5428 0.08 0.85 -1.20
C -4.9557 -2.3680 -2.4938 -0.24 -0.11 0.38
C -5.6252 -2.6094 -1.2897 0.46 0.47 -0.72
C -5.2158 -1.8676 -0.1808 -0.42 -1.39 -0.33
C -4.1550 -1.0247 -0.2458 0.95 1.71 0.06
C -3.2770 1.7397 -1.7655 1.22 -0.13 -1.66
C -3.1211 2.4631 -2.9658 -0.30 -0.80 0.47
C -3.8911 3.6087 -3.1798 -0.43 -0.92 2.30
C -4.7752 4.0379 -2.1707 0.76 -1.15 -0.29
C -4.8400 3.3445 -0.9505 -0.94 2.15 -2.04
C -4.0556 2.2696 -0.7634 0.30 -1.40 0.89
H -1.5825 1.4653 -0.1753 0.04 0.10 0.18
H -3.4159 -1.1417 -3.4745 -0.44 -0.84 0.23
H -5.3128 -2.7391 -3.4406 -0.10 -0.49 -0.02
H -6.4679 -3.2917 -1.2574 0.03 0.12 0.10
H -5.7138 -1.9938 0.7468 -0.49 -0.08 0.75
H -3.9087 -0.3636 0.5840 0.02 -0.49 0.08
H -2.4523 2.0082 -3.7046 -0.42 0.50 0.02
H -3.8842 4.0797 -4.1034 0.19 0.97 -1.57
H -5.4608 4.8362 -2.3444 -0.25 0.56 -0.18
H -5.6305 3.6692 -0.3052 0.11 -0.03 0.87
H -4.0738 1.7960 0.1901 -0.09 -0.54 0.54
Se 3.5134 -0.9595 -2.3040 0.28 -0.59 0.29
P 3.1878 -2.8230 -1.1861 0.67 0.67 -0.82
Se 3.2461 -2.5866 0.9264 -0.24 0.23 0.33
C 1.6229 -3.4942 -1.7912 -1.57 0.76 -0.88
C 0.8048 -2.8170 -2.7412 0.18 -0.78 0.00
C -0.4025 -3.3623 -3.1938 0.05 0.49 1.77
C -0.9511 -4.4517 -2.4621 -1.38 1.28 -2.64
C -0.1888 -5.0924 -1.5478 0.75 -0.77 1.47
C 1.0947 -4.6302 -1.2295 -0.17 -0.44 0.33
C 4.3062 -4.2017 -1.6743 0.03 1.04 -0.54
C 4.6741 -4.3764 -3.0285 -0.96 1.11 0.82
C 5.3254 -5.5075 -3.3778 1.29 -2.04 -0.51
C 5.7394 -6.4921 -2.4452 -0.31 0.68 0.43
C 5.4376 -6.2253 -1.1013 0.22 0.47 -2.29
C 4.7455 -5.0809 -0.7166 -0.06 -0.74 0.91
H 1.0710 -1.8294 -3.0711 0.30 0.02 -0.36
H -0.9952 -2.7347 -3.8655 0.07 -0.47 0.12
H -2.0190 -4.6921 -2.7049 1.16 -0.17 0.48
H -0.5876 -5.9173 -0.9577 0.02 0.08 -0.22
H 1.6593 -5.0881 -0.4317 0.01 -0.38 0.11
H 4.4427 -3.6090 -3.7862 -0.08 -0.45 0.55
H 5.5578 -5.6759 -4.4162 0.12 0.04 -0.29
H 6.3287 -7.4082 -2.7233 -0.81 1.13 0.16
H 5.8053 -6.9050 -0.4172 0.50 -1.22 1.70
H 4.5390 -4.9406 0.3657 0.02 0.15 -0.97


[2]
101
Properties=species:S:1:pos:R:3:forces:R:3 method="wB97M-V/def2-TZVPD" gap_ev="7.3 / 7.3" total_charge=-1 multiplicity=2 lumo_energy_ev="2.4 / 2.4" homo_energy_ev="-4.84 / -4.90"
Ti -0.5636 -0.8675 -0.4252 0.25 -0.41 -0.07
C -0.2389 -4.8731 1.6598 0.01 0.02 0.01
O 1.1622 -4.5674 1.7972 -0.01 -0.05 -0.01
C 1.8261 -4.2568 0.6418 -0.07 0.05 0.03
C 3.0337 -4.8659 0.3896 0.03 -0.01 -0.02
C 3.7460 -4.6014 -0.7866 0.00 0.00 0.00
C 3.1991 -3.7600 -1.7269 -0.01 0.01 -0.01
C 1.9828 -3.1068 -1.4800 0.01 -0.01 0.04
C 1.3126 -2.3827 -2.5294 -0.05 -0.07 -0.03
N 0.2703 -1.6612 -2.3378 0.02 0.13 0.16
N -0.3567 -1.2026 -3.4801 0.02 0.07 -0.05
C -1.4894 -0.6400 -3.1353 0.03 0.04 0.11
O -1.9183 -0.5595 -1.9381 -0.11 -0.03 0.04
C -2.3232 -0.0430 -4.2123 0.05 0.00 -0.09
C -3.3968 0.7697 -3.8695 0.05 0.02 0.04
C -4.1517 1.3787 -4.8607 -0.02 0.02 -0.01
C -3.8432 1.1745 -6.1983 0.00 0.00 0.01
C -2.7734 0.3573 -6.5443 0.01 -0.01 0.04
C -2.0138 -0.2470 -5.5547 -0.04 -0.01 -0.03
C 1.3070 -3.2822 -0.2546 -0.01 -0.11 -0.10
O 0.2174 -2.6440 0.0433 -0.01 0.26 0.10
H -0.4365 -5.7097 2.3299 0.00 0.01 0.01
H -0.4786 -5.1514 0.6341 0.01 -0.02 0.00
H -0.8600 -4.0197 1.9259 0.01 0.03 0.00
H 3.4067 -5.5712 1.1225 0.00 0.00 0.00
H 4.6935 -5.0922 -0.9667 0.00 0.00 -0.01
H 3.6960 -3.5949 -2.6769 0.00 0.00 0.00
H 1.6480 -2.5222 -3.5575 0.00 0.00 -0.01
H -3.6068 0.9334 -2.8205 -0.02 0.01 -0.02
H -4.9805 2.0196 -4.5863 0.00 0.00 0.00
H -4.4340 1.6517 -6.9709 0.00 0.00 0.00
H -2.5305 0.1944 -7.5875 0.00 0.00 0.00
H -1.1729 -0.8806 -5.8032 0.00 0.00 0.00
O -0.1380 0.8507 -1.0615 -0.07 0.11 0.07
C 0.9169 1.6959 -1.3919 0.02 -0.02 -0.01
C 2.1529 0.8351 -1.7189 -0.03 -0.03 0.00
C 2.6268 0.1339 -0.4776 0.00 -0.02 0.03
C 3.9739 0.1492 -0.1468 0.00 0.03 0.00
C 4.3740 -0.3608 1.0730 0.03 0.01 0.01
C 3.4092 -0.8256 1.9430 -0.04 0.01 0.00
C 2.0738 -0.8420 1.5475 0.03 0.04 0.02
C 1.0560 -1.4043 2.4990 0.01 -0.02 -0.04
C -0.2884 -0.6666 2.6192 0.08 0.06 -0.02
O -0.8040 -0.4003 1.3488 -0.13 0.09 -0.13
C -0.1893 0.6483 3.4157 -0.01 -0.02 0.03
C 0.9437 1.0377 4.1168 0.00 -0.03 -0.01
C 0.9230 2.1561 4.9455 -0.04 0.02 0.00
C -0.2376 2.8964 5.0905 0.03 -0.02 0.00
C -1.3683 2.5357 4.3642 -0.01 -0.03 -0.01
C -1.3381 1.4329 3.5288 0.00 0.02 0.00
C -1.2654 -1.5500 3.4154 0.01 -0.03 0.02
C -2.6178 -1.5299 3.0975 0.02 -0.04 0.00
C -3.5264 -2.2816 3.8277 0.01 0.00 -0.01
C -3.0991 -3.0628 4.8911 0.00 0.00 0.00
C -1.7504 -3.0903 5.2157 0.01 0.00 -0.01
C -0.8420 -2.3389 4.4829 -0.04 0.04 0.01
N 1.7070 -0.4140 0.3312 -0.04 -0.10 -0.07
C 0.4862 2.5309 -2.6172 0.02 0.02 0.01
C 0.0522 3.8478 -2.4792 -0.05 -0.03 0.00
C -0.4096 4.5679 -3.5731 0.00 -0.02 0.00
C -0.4411 3.9860 -4.8309 0.01 0.00 0.02
C -0.0095 2.6764 -4.9810 -0.01 0.01 0.00
C 0.4482 1.9576 -3.8860 0.02 0.02 -0.01
C 1.2547 2.6439 -0.2402 -0.03 0.00 0.02
C 2.4219 3.4049 -0.2598 0.00 0.03 0.00
C 2.6891 4.3237 0.7431 -0.01 -0.01 0.00
C 1.7796 4.5034 1.7772 -0.01 0.00 0.00
C 0.6167 3.7495 1.8010 0.03 0.00 -0.01
C 0.3591 2.8165 0.8044 0.03 0.00 -0.01
H 2.9629 1.4510 -2.1089 0.02 0.00 -0.01
H 1.8830 0.1277 -2.4990 -0.02 -0.01 0.02
H 4.6840 0.5829 -0.8384 0.00 -0.01 0.01
H 5.4198 -0.3659 1.3544 0.00 0.00 0.00
H 3.6716 -1.1951 2.9257 0.01 0.00 0.00
H 1.5272 -1.4887 3.4766 0.01 0.02 -0.01
H 0.8287 -2.4196 2.1895 -0.02 -0.03 -0.01
H 1.8629 0.4729 4.0304 -0.01 0.02 0.01
H 1.8206 2.4404 5.4812 0.00 0.00 0.00
H -0.2612 3.7568 5.7481 0.01 0.00 0.00
H -2.2781 3.1182 4.4489 0.00 0.00 0.00
H -2.2189 1.1616 2.9610 0.00 -0.01 0.00
H -2.9453 -0.9667 2.2361 -0.01 0.02 0.01
H -4.5710 -2.2757 3.5416 0.00 0.00 0.00
H -3.8095 -3.6560 5.4540 0.00 0.00 0.00
H -1.3984 -3.7031 6.0369 0.00 0.00 0.00
H 0.2039 -2.3818 4.7568 0.00 0.01 0.01
H 0.0590 4.3190 -1.5053 0.00 0.00 -0.01
H -0.7522 5.5864 -3.4351 0.00 0.00 0.00
H -0.8092 4.5417 -5.6846 0.00 0.00 0.00
H -0.0507 2.1985 -5.9519 0.00 0.00 0.00
H 0.7328 0.9241 -4.0259 0.00 -0.01 0.00
H 3.1237 3.2998 -1.0791 0.00 0.01 0.01
H 3.6032 4.9047 0.7127 0.00 0.00 0.00
H 1.9787 5.2223 2.5629 0.00 0.00 0.00
H -0.0926 3.8736 2.6065 0.01 0.01 -0.01
H -0.5355 2.2077 0.8309 -0.01 0.01 -0.01
Br -3.5019 1.7813 0.1363 0.15 0.26 0.04
C -4.6309 0.3268 0.0508 -0.14 -0.04 -0.07
Br -2.7713 -2.5431 -0.0471 0.01 -0.09 -0.01
H -4.4949 -0.3301 -0.7904 0.01 -0.08 0.03
H -5.1131 0.0387 0.9684 -0.02 -0.06 -0.01


Calculated total energy (eV), listed in the same order as above: -225281.6290 -229392.7727